*one*
An isolated molecule of C7H15NO4. Source: OMol25; level of theory: the ωB97M-V functional and the def2-TZVPD basis.

```
27
Properties=species:S:1:pos:R:3
C -0.1276 -1.1671 1.6574
C -0.2882 -1.4447 0.1637
C -1.6342 -0.9502 -0.2786
C -0.9698 1.4339 -0.7413
C 0.4625 1.5097 -0.0024
C 1.4248 0.3694 -0.4474
C 0.9045 -1.0023 -0.5843
H -1.3377 0.4996 2.1306
H 0.9556 -1.1941 1.8199
H -0.6888 -1.8519 2.3111
H -0.2826 -2.6084 0.1424
H -1.8931 -1.1429 -1.2571
H -2.5063 -1.5147 0.2739
H -2.8040 0.7300 -0.1032
H -1.4716 2.5128 -0.6348
H -0.7980 1.1829 -1.7550
H 0.3484 1.1683 1.0346
H 0.9703 3.3656 0.4245
H 2.3243 0.4985 0.1843
H 2.0103 1.4946 -2.0024
H 0.5973 -1.1669 -1.6864
H 2.1011 -2.6624 -0.8184
N -1.8675 0.4719 0.0957
O -0.4187 0.1443 2.3004
O 1.1582 2.6949 -0.2801
O 1.8316 0.5816 -1.8170
O 1.9995 -1.9524 -0.1302
```

Output
LUMO level: 0.67 eV
E_HOMO: -9.0505 eV
Gap between HOMO and LUMO: 9.721 eV
Structure (SMILES): OC[C@H]1CNC[C@H](O)[C@H](O)[C@H]1O

---

*two*
A structure of composition C7H15NO4. Source: OMol25; level of theory: the ωB97M-V functional and the def2-TZVPD basis.

```
27
Properties=species:S:1:pos:R:3
C 2.7107 -0.9671 -0.2753
C 0.3579 -1.5596 -0.5517
C -1.0169 -1.1421 -0.1434
C -1.5145 0.1096 0.3235
C -0.4982 0.6400 1.2612
C 0.9739 0.6321 0.6118
C 1.2240 1.4005 -0.6173
H 2.9415 -1.9174 -0.3418
H 2.8653 -0.4502 -1.3438
H 3.5493 -0.3838 0.2303
H 0.8229 -2.6738 -0.4410
H 0.6774 -1.6068 -1.7604
H -1.1406 -1.7705 0.7160
H -1.8789 -1.0935 -1.8045
H -2.6686 -0.4537 0.7243
H -0.8441 1.7087 -0.6735
H -0.5186 1.7280 1.5852
H 0.1163 -0.9371 1.8784
H 1.6029 0.9398 1.4119
H 2.3734 1.6301 -0.6816
H 1.1267 0.6033 -1.3515
H -0.1289 2.8450 -1.6490
N 1.3827 -0.7398 0.1669
O -1.7841 -1.8088 -1.1046
O -1.8799 1.1558 -0.6020
O -0.4288 -0.2835 2.2695
O 0.0933 2.4779 -0.7280
```

Output
LUMO level: 0.24 eV
E_HOMO: -8.7294 eV
Gap between HOMO and LUMO: 8.970 eV

---

Which of them is most stable? Easy: *one*.

---

*one*
A cluster of 2 separate species, CH4N2O3P in total. Source: OMol25; level of theory: the ωB97M-V functional and the def2-TZVPD basis.

```
11
Properties=species:S:1:pos:R:3
C 0.3435 0.9817 0.9259
N -1.7342 0.3327 -0.5908
N 0.1276 -1.8029 0.0154
O 2.3184 -0.3145 0.8568
O 0.9639 1.9263 0.9835
O 1.2032 -0.0601 -1.4808
P 1.1396 -0.5738 -0.0739
H -1.5489 1.1323 -0.0334
H -1.6555 0.6356 -1.5341
H -0.0544 -1.7782 1.0457
H -1.1032 -0.4790 -0.1142
```

Output
Total charge: -1
LUMO level: 3.12 eV
E_HOMO: -4.6305 eV
Gap between HOMO and LUMO: 7.752 eV

---

*two*
A cluster of 2 separate species, CH4N2O3P in total. Source: OMol25; level of theory: the ωB97M-V functional and the def2-TZVPD basis.

```
11
Properties=species:S:1:pos:R:3
C -0.2993 -0.4956 1.0901
N 1.9902 1.9945 -1.2095
N 1.6279 1.6820 -0.1237
O 1.1716 -1.5111 -1.2609
O 3.1837 -1.6013 0.4140
O 0.9130 -1.0444 1.2454
P 1.9133 -1.0166 -0.0691
H -0.5765 -0.6134 0.0157
H -0.3983 0.5951 1.3685
H -1.0033 -1.1019 1.6485
H 1.6463 3.0027 -1.5577
```

Output
Total charge: -1
LUMO level (alpha / beta): 4.03 / 4.14 eV
E_HOMO (alpha / beta): -2.4757 / -3.4638 eV
Gap between HOMO and LUMO (alpha / beta): 6.510 / 7.608 eV

---

Which of them is most stable? Easy: *one*.

---

*one*
The ion C6H13N with charge -1. Source: OMol25; level of theory: the ωB97M-V functional and the def2-TZVPD basis.

```
20
Properties=species:S:1:pos:R:3
C -0.1407 2.1420 -0.8169
N 0.5212 1.0065 -0.2078
C -0.2390 0.1559 0.6420
C -0.5253 -1.2370 0.0327
C -0.7058 -2.2934 1.0346
C 0.1386 -3.3023 1.3314
C 0.7964 2.8221 -1.7992
H -0.9608 1.8011 -1.4094
H -0.5289 2.8806 -0.1085
H 1.4393 1.2687 0.1234
H -1.2150 0.6042 0.8487
H 0.2053 0.0813 1.6072
H 0.3165 -1.4793 -0.6006
H -1.3602 -1.1004 -0.6637
H -1.5481 -2.1309 1.7379
H 0.0272 -3.8694 2.2441
H 1.1242 -3.3513 0.9108
H 0.3485 3.7426 -2.1606
H 1.0187 2.1269 -2.6081
H 1.7649 3.0225 -1.3173
```

Output
Total charge: -1
LUMO level (alpha / beta): 3.87 / 3.80 eV
E_HOMO (alpha / beta): 1.5420 / -4.8498 eV
Gap between HOMO and LUMO (alpha / beta): 2.330 / 8.652 eV
2S+1: 2

---

*two*
The ion C6H13N with charge -1. Source: OMol25; level of theory: the ωB97M-V functional and the def2-TZVPD basis.

```
20
Properties=species:S:1:pos:R:3
C 0.3099 -1.6153 -1.5291
N -0.5519 -0.4368 -1.3158
C -0.3448 0.8080 -0.5177
C 0.3173 0.6378 0.9233
C -0.0296 1.7587 1.8581
C 0.7785 2.4251 2.7695
C -0.4982 -2.9312 -1.7055
H 0.8439 -1.5329 -2.4459
H 1.0142 -1.7401 -0.6229
H -1.3264 -0.8594 -0.8375
H -1.2018 1.4550 -0.5063
H 0.2976 1.2966 -1.2852
H 1.3889 0.7019 0.6293
H 0.1198 -0.3564 1.4313
H -1.1170 2.0288 1.8320
H 0.9111 3.5537 2.5145
H 1.7874 1.9485 2.9355
H -0.0282 -3.7125 -2.3326
H -1.5075 -2.7421 -2.1731
H -0.5185 -3.4817 -0.7205
```

Output
Total charge: -1
LUMO level (alpha / beta): 3.47 / 3.47 eV
E_HOMO (alpha / beta): 0.4902 / -2.1298 eV
Gap between HOMO and LUMO (alpha / beta): 2.982 / 5.597 eV
2S+1: 2

---

*three*
The ion C6H13N with charge -1. Source: OMol25; level of theory: the ωB97M-V functional and the def2-TZVPD basis.

```
20
Properties=species:S:1:pos:R:3
C -0.9394 -2.1015 -0.9618
C 0.0290 -1.9304 0.1943
C -0.3360 -0.9230 1.2718
C -0.7492 0.4690 0.7878
N 1.6248 2.9381 -0.9662
C 0.5884 2.3966 -0.2205
C 0.5258 1.2673 0.4964
H -0.6042 -2.7151 -1.7788
H -1.0824 -1.1051 -1.3844
H -1.9393 -2.4097 -0.6604
H 0.9603 -1.5495 -0.2623
H 0.4353 -2.8746 0.5676
H -1.2261 -1.3519 1.7788
H 0.3400 -0.8630 2.1245
H -1.3133 0.9959 1.5632
H -1.3202 0.3927 -0.1285
H 2.5139 2.4627 -0.9583
H 1.3589 3.1191 -1.9360
H -0.3083 3.0035 -0.3209
H 1.4420 0.7789 0.7936
```

Output
Total charge: -1
LUMO level (alpha / beta): 3.98 / 3.87 eV
E_HOMO (alpha / beta): 1.4704 / -3.9357 eV
Gap between HOMO and LUMO (alpha / beta): 2.505 / 7.808 eV
2S+1: 2

---

Which of them is most stable? Easy: *three*.

---

*one*
A structure of composition C2H2N2O2. Source: OMol25; level of theory: the ωB97M-V functional and the def2-TZVPD basis.

```
8
Properties=species:S:1:pos:R:3
O -0.2834 -0.8109 2.2973
C -0.2780 0.0671 1.5394
N 0.3033 -0.8697 -0.2862
C 0.3051 0.1699 -0.9383
N 0.1932 1.3854 -1.0919
O -0.3789 1.1717 1.1183
H 0.1947 -1.8231 -0.5487
H -0.0559 0.7097 -2.0898
```

Output
LUMO level: 0.04 eV
E_HOMO: -10.3715 eV
Gap between HOMO and LUMO: 10.408 eV

---

*two*
An isolated molecule of C2H2N2O2. Source: OMol25; level of theory: the ωB97M-V functional and the def2-TZVPD basis.

```
8
Properties=species:S:1:pos:R:3
C -0.6440 0.0806 -0.9762
C 0.7448 0.3486 -0.5228
N -1.4580 -0.1728 -0.0649
N -0.0698 -0.1570 1.7205
O -0.1565 -1.0947 2.4022
O 1.1110 -0.1486 0.5495
H -0.9516 0.0882 -2.0887
H 1.4241 1.0558 -1.0195
```

Output
LUMO level (alpha / beta): -0.94 / -1.00 eV
E_HOMO (alpha / beta): -7.9712 / -8.8342 eV
Gap between HOMO and LUMO (alpha / beta): 7.029 / 7.833 eV

---

Which of them is most stable? Easy: *one*.

---

*one*
A cluster of 2 separate species, C2H2N2O2 in total. Source: OMol25; level of theory: the ωB97M-V functional and the def2-TZVPD basis.

```
8
Properties=species:S:1:pos:R:3
C -0.0173 1.2280 1.3920
C 0.0625 -0.7725 0.1193
N -0.3960 2.0955 1.9930
N 0.1472 -0.2778 -1.2265
O -0.8847 0.0455 -1.7385
O 1.2477 -0.1860 -1.6918
H 0.8166 -1.3440 0.4858
H -0.9760 -0.7885 0.6666
```

Output
LUMO level (alpha / beta): -3.34 / -3.35 eV
E_HOMO (alpha / beta): -12.0558 / -12.0533 eV
Gap between HOMO and LUMO (alpha / beta): 8.711 / 8.706 eV

---

*two*
An isolated molecule of C2H2N2O2. Source: OMol25; level of theory: the ωB97M-V functional and the def2-TZVPD basis.

```
8
Properties=species:S:1:pos:R:3
C 0.2298 -0.0745 0.6565
C -0.7696 -0.9076 0.0069
H -0.7220 0.2882 2.3619
H -1.3797 -1.6720 0.1157
N 0.4110 0.3072 -1.3552
N 0.6947 0.7803 -0.2390
O 0.1564 0.5300 1.8830
O -0.4563 -0.5721 -1.2952
```

Output
LUMO level: 0.22 eV
E_HOMO: -9.8181 eV
Gap between HOMO and LUMO: 10.038 eV
Structure (SMILES): Oc1conn1

---

Which of them is most stable? Easy: *two*.

---

*one*
An isolated molecule of C4H7ClN2S. Source: OMol25; level of theory: the ωB97M-V functional and the def2-TZVPD basis.

```
15
Properties=species:S:1:pos:R:3
C 0.1301 -1.3967 -1.1364
C 0.4233 0.0240 -0.6842
C 1.2965 0.1379 0.5343
C 0.1266 0.6973 1.3372
H 1.0881 -1.7009 -1.6374
H -0.8100 -1.5717 -1.8360
H 0.2053 -2.0996 -0.2504
H 0.7200 0.6119 -1.5059
H 1.7817 -0.6885 1.1169
H -2.6585 0.3508 0.7062
H -2.2386 1.9066 -0.0136
N -0.7159 0.5405 0.2416
N -2.0457 0.8534 0.0479
S -0.0736 1.1301 2.8607
Cl 2.7707 1.2047 0.2190
```

Output
LUMO level: 0.35 eV
E_HOMO: -8.7167 eV
Gap between HOMO and LUMO: 9.062 eV
Structure (SMILES): C[C@@H]1[C@@H](Cl)C(=S)N1N

---

*two*
An isolated molecule of C4H7ClN2S. Source: OMol25; level of theory: the ωB97M-V functional and the def2-TZVPD basis.

```
15
Properties=species:S:1:pos:R:3
C 1.8142 -0.5806 -1.2760
C -0.2395 0.6488 1.3921
C -1.5938 -0.0966 1.2835
C -1.2200 -0.3096 -0.2306
H 2.4473 -0.1586 -2.0856
H 2.3317 -1.0554 -0.4820
H 1.1615 -1.3001 -1.8416
H 0.6910 1.1226 -1.5682
H -0.3239 1.7111 1.4597
H 0.4404 0.2577 2.1372
H -1.7265 -0.9297 1.9371
N 1.0712 0.5481 -0.7395
N 0.0424 0.0694 0.0775
S -1.8749 -0.8799 -1.6583
Cl -3.0211 0.9527 1.5946
```

Output
LUMO level: 0.14 eV
E_HOMO: -8.7677 eV
Gap between HOMO and LUMO: 8.912 eV
Structure (SMILES): CNN1C[C@@H](Cl)C1=S

---

Which of them is most stable? Easy: *two*.